Computed, not measured: C22H17BrN3O2PdSe4 as an isolated structure, with the ωB97M-V functional and the def2-TZVPD basis.

Properties
- Spin multiplicity: 5
- Max |F|: 0.0117 Eh/bohr
- HOMO-LUMO gap (spin up / spin down): 7.0191 / 4.8180 eV
- M: 857.6 g/mol
- E_HOMO (spin up / spin down): -10.37 / -10.37 eV
- Charge: +1
- LUMO energy (spin up / spin down): -3.352 / -5.555 eV

Geometry as XYZ:
```
50
Properties=species:S:1:pos:R:3:forces:R:3
Pd -1.31387 1.06577 0.82304 0.3 0.4 0.3
Br 1.40487 1.33211 2.50772 0.0 -0.1 0.0
Se -2.57173 2.74920 2.21544 0.0 0.0 0.1
Se -4.71702 2.16092 -2.28982 0.0 0.0 -0.1
Se -3.70344 0.42156 -1.51587 0.0 0.0 -0.1
Se -4.55929 2.53769 1.35342 0.0 0.0 0.0
O -2.19547 -1.77184 0.19601 0.0 0.0 0.0
O -1.24784 2.40982 -0.61480 -0.2 -0.1 0.0
N 0.77133 0.32608 -1.05102 -0.1 -0.1 -0.1
N -0.06118 -0.09653 -0.20783 0.0 -0.3 0.0
N -1.01029 -0.03158 2.57081 -0.1 -0.1 -0.1
C -3.30317 -2.66618 0.21156 0.1 0.0 0.1
C 0.49134 -0.62781 4.32834 -0.1 0.0 0.0
C 4.02834 2.43713 -4.22072 0.0 -0.1 0.0
C 0.16290 0.09441 3.19370 0.0 0.0 0.0
C -0.14912 3.75708 -2.13183 -0.1 -0.1 0.1
C 1.91443 1.83232 -2.47373 -0.2 -0.1 0.2
C 3.98325 1.20914 -3.54579 0.0 0.0 0.0
C -0.74152 -3.61393 0.80685 0.0 0.0 0.0
C 0.55378 -4.08997 0.97456 0.0 0.1 0.0
C -0.22641 2.53764 -1.37891 0.1 0.0 -0.2
C 0.79936 1.56201 -1.56152 0.1 0.2 -0.2
C 3.02106 3.34612 -4.02295 0.0 0.1 0.0
C 1.64026 -3.26277 0.74115 0.0 0.0 0.0
C -1.68864 -1.61060 4.22037 0.0 0.0 0.1
C 1.95646 3.05533 -3.15391 -0.2 0.2 0.0
C 1.42222 -1.95171 0.34638 0.2 0.0 0.1
C -0.45166 -1.49956 4.84148 0.0 0.0 0.0
C 2.95006 0.91045 -2.68760 0.0 -0.1 0.0
C -0.95699 -2.30236 0.40322 -0.2 -0.2 -0.1
C 0.13735 -1.46795 0.18038 0.1 0.3 0.0
C 0.88817 3.99622 -2.95702 0.2 0.0 -0.1
C -1.92786 -0.86321 3.09115 0.0 0.1 -0.1
H -0.22486 -2.07923 5.72653 0.0 0.0 0.0
H -2.45736 -2.26707 4.60231 0.0 0.0 0.0
H -4.17044 -2.07836 -0.07405 0.0 0.0 0.0
H -3.46097 -3.08336 1.20930 0.0 0.0 0.0
H 2.64969 -3.62897 0.86763 0.0 0.0 0.0
H 4.84651 2.66149 -4.89143 0.0 0.0 0.0
H -0.94905 4.47127 -1.99349 0.0 0.0 0.0
H 3.03060 4.30049 -4.53627 0.0 0.0 0.0
H 0.92803 4.93372 -3.50068 0.0 0.0 0.0
H 4.77190 0.48429 -3.70156 0.0 0.0 0.0
H 2.92577 -0.04318 -2.17795 0.0 0.0 0.0
H -2.86816 -0.91254 2.55966 0.0 0.0 0.0
H 0.70418 -5.11570 1.28411 0.0 0.0 0.0
H 2.25133 -1.27734 0.17092 0.0 0.0 0.0
H -3.15890 -3.47705 -0.50304 0.0 0.0 0.0
H -1.57716 -4.27688 0.97704 0.0 0.0 0.0
H 1.45921 -0.49657 4.78871 0.0 0.0 0.0
```
Forces are in eV/Å.

natural (NBO) population analysis, charges in e, atoms 1 to 6: 0.7825 0.1402 0.0026 0.0593 -0.0155 0.2348